{"formula": "C2H13CdO6", "method": "the ωB97M-V functional and the def2-TZVPD basis", "species": ["Cd", "C", "C", "O", "H", "H", "H", "H", "H", "O", "H", "O", "H", "O", "H", "H", "O", "H", "H", "O", "H", "H"], "coordinates": [[0.14327, 0.00190, 0.88683], [-1.92669, -0.23272, -3.01654], [-1.39605, 0.24752, -1.67485], [-0.52886, -0.67293, -1.09719], [-1.07024, -0.27863, -3.70367], [-2.59527, 0.50578, -3.49251], [-2.52290, -1.14345, -3.00854], [-2.26614, 0.33001, -0.99167], [-0.97017, 1.26366, -1.77721], [-1.04260, 1.32332, 1.79238], [-0.53301, 1.99490, 2.24950], [-0.78538, -1.49742, 2.12719], [-0.22082, -1.67888, 2.87959], [1.73589, -1.68988, 0.52360], [1.78855, -2.08171, -0.35969], [2.31226, -2.22441, 1.08200], [1.37026, 0.25613, 2.68057], [2.18697, -0.20830, 2.91472], [0.84812, 0.29678, 3.49497], [1.59970, 1.61543, -0.26746], [2.51738, 1.44711, -0.51270], [1.35576, 2.42578, -0.72932]], "mulliken_charge": [1.380, -1.247, 0.006, -0.913, 0.283, 0.367, 0.296, 0.203, 0.109, -0.933, 0.167, -0.894, 0.099, -0.437, 0.261, 0.226, -0.511, 0.228, 0.316, -0.510, 0.242, 0.260], "max_force_ev_per_a": 3.2, "lumo_energy_ev": 2.6, "homo_lumo_gap_ev": 5.7, "charge": -1, "e_above_lowest_kcal_mol": 0.0}



{"formula": "C5H8NO", "method": "the ωB97M-V functional and the def2-TZVPD basis", "species": ["C", "C", "C", "C", "N", "C", "O", "H", "H", "H", "H", "H", "H", "H", "H"], "coordinates": [[0.67545, -2.35491, 1.56427], [1.06833, -1.28588, 0.61670], [0.25988, -0.47847, -0.11663], [0.48756, 0.76477, -1.06591], [-0.48812, 1.91372, -0.99420], [-1.39733, 2.64176, -0.91346], [-2.22984, 3.57514, -0.89635], [0.59769, -3.33602, 1.06150], [-0.39219, -2.29156, 2.12682], [1.39959, -2.47567, 2.30927], [2.12022, -1.24995, 0.41632], [-0.75615, -0.59057, -0.03999], [1.48411, 1.10535, -0.79047], [0.33412, 0.58043, -2.07441], [-3.16331, 3.48187, -1.20346]], "mulliken_charge": [-1.116, -0.014, -0.303, -0.347, 0.034, 0.512, -0.381, 0.290, 0.279, 0.354, 0.315, 0.347, 0.328, 0.273, 0.429], "max_force_ev_per_a": 3.9, "lumo_energy_ev": -4.0, "homo_lumo_gap_ev": 9.3, "smiles": "C/C=C/C[N+]#CO", "charge": 1, "e_above_lowest_kcal_mol": 63.6}



{"formula": "C3H6N3O", "method": "the ωB97M-V functional and the def2-TZVPD basis", "species": ["N", "C", "N", "C", "C", "N", "O", "H", "H", "H", "H", "H", "H"], "coordinates": [[2.02764, 0.80647, 0.34168], [1.48389, 0.23171, -0.69300], [0.28991, -0.31120, -0.69416], [-0.58101, -0.51189, 0.47585], [-1.94639, -0.13007, 0.11994], [-3.09695, 0.02371, 0.03421], [-4.26096, 0.36020, -0.04454], [1.38993, 0.81857, 1.15201], [2.99002, 1.23695, 0.32334], [2.24429, -0.00829, -1.52355], [0.13387, -0.84786, -1.51404], [-0.03511, -0.00304, 1.39939], [-0.63913, -1.66526, 0.62287]], "mulliken_charge": [-0.250, 0.280, -0.148, -0.423, 0.037, 0.532, -0.555, 0.158, 0.282, 0.295, 0.273, 0.254, 0.263], "max_force_ev_per_a": 2.9, "lumo_energy_ev": -4.1, "homo_lumo_gap_ev": 9.4, "smiles": "N/C=[NH+]\\CC#[N+][O-]", "charge": 1, "e_above_lowest_kcal_mol": 70.5}